(1)
CHBr2NO | ωB97M-V/def2-TZVPD

Atoms and positions in Å:
C (2.233, -1.114, 0.509)
N (-0.026, 0.660, 0.865)
O (2.174, -2.171, 0.936)
Br (3.584, -0.031, -0.186)
Br (1.122, 1.738, 0.147)
H (-0.900, 0.326, 0.260)

Forces on the atoms, in the same order (eV/Å):
C -1.87 0.20 0.26
N -3.14 -2.55 0.54
O 0.39 -1.18 0.39
Br 2.17 0.19 -0.70
Br -0.15 2.02 -1.19
H 2.60 1.33 0.70

energy relative to the best compared isomer or geometry (same formula, charge and spin)	4.029	eV
orbital gap (spin up / spin down)	7.7 / 8.2	eV
calculated total energy	-144670.8740	eV

Mulliken atomic charge list, values in e, 5 entries: 0.308 -0.381 -0.239 -0.063 0.130

(2)
C25H24N3O | ωB97M-V/def2-TZVPD

Atoms and positions in Å:
C (-2.513, 4.998, 1.655)
O (-3.309, 3.956, 1.040)
C (-2.881, 2.671, 1.183)
C (-3.654, 1.655, 0.570)
C (-3.245, 0.339, 0.604)
C (-2.031, -0.038, 1.231)
C (-1.441, -1.336, 1.080)
C (-0.404, -1.851, 1.951)
C (0.337, -2.848, 1.231)
C (1.528, -3.347, 1.739)
C (1.948, -2.929, 3.010)
C (1.168, -2.034, 3.765)
C (-0.006, -1.490, 3.233)
C (-0.324, -3.054, -0.045)
C (-1.462, -2.168, -0.112)
C (-2.236, -2.159, -1.269)
C (-1.892, -3.003, -2.337)
C (-0.742, -3.808, -2.283)
C (0.056, -3.829, -1.130)
C (-1.310, 0.986, 1.906)
C (-1.709, 2.311, 1.891)
H (-3.048, 5.921, 1.423)
H (-2.453, 4.855, 2.743)
H (-1.503, 5.025, 1.222)
H (-4.557, 1.961, 0.046)
H (-3.856, -0.426, 0.131)
H (2.104, -4.049, 1.137)
H (2.881, -3.312, 3.425)
H (1.488, -1.742, 4.766)
H (-0.613, -0.791, 3.802)
H (-3.092, -1.500, -1.338)
H (-2.517, -3.021, -3.230)
H (-0.468, -4.425, -3.140)
H (0.959, -4.433, -1.059)
H (-0.373, 0.754, 2.402)
H (-1.106, 3.062, 2.404)
C (-3.697, -3.928, 3.944)
C (-5.050, -4.208, 4.630)
N (-5.949, -3.571, 3.704)
C (-7.335, -3.202, 3.773)
C (-7.496, -2.276, 2.558)
N (-6.147, -2.132, 2.051)
C (-5.250, -2.852, 2.783)
N (-3.943, -2.989, 2.829)
H (-2.989, -3.501, 4.666)
H (-3.276, -4.869, 3.553)
H (-5.256, -5.278, 4.698)
H (-5.120, -3.758, 5.629)
H (-7.986, -4.077, 3.686)
H (-7.555, -2.685, 4.717)
H (-8.151, -2.718, 1.798)
H (-7.887, -1.302, 2.861)
H (-5.884, -1.641, 1.210)

Cartesian forces (eV/Å) of the 6 atoms listed first:
C -0.15 -0.15 -0.09
O 0.65 -1.22 0.35
C 0.22 0.59 0.16
C 0.02 0.05 0.01
C 0.03 0.43 -0.29
C 0.07 -0.10 0.17

energy relative to the best compared isomer or geometry (same formula, charge and spin)	1.081	eV
orbital gap	4.7	eV
charge	+1
calculated total energy	-32825.1163	eV

Mulliken atomic charge list, values in e, 5 entries: -0.819 -0.414 0.869 -1.071 0.015

(3)
C33H81F3N12O13P4 | ωB97M-V/def2-TZVPD

Atoms and positions in Å:
C (0.021, -0.576, -1.603)
C (-0.196, 0.685, -0.753)
O (0.052, 0.325, 0.543)
C (0.845, -0.863, 0.411)
O (1.459, -1.324, 1.377)
O (0.993, -1.146, -0.750)
F (-1.554, 0.771, -0.877)
H (0.227, -0.146, -2.583)
H (-0.788, -1.306, -1.619)
H (0.309, 1.604, -1.050)
C (0.700, 1.955, 2.182)
C (0.176, 2.768, 1.066)
O (0.913, 3.880, 1.184)
C (1.280, 4.122, 2.423)
O (1.654, 5.261, 2.834)
O (1.130, 3.035, 3.118)
F (-1.091, 3.109, 1.295)
H (1.647, 1.505, 1.883)
H (-0.070, 1.294, 2.578)
H (0.157, 2.296, 0.084)
C (-0.959, -4.945, 1.361)
C (-1.640, -5.127, 0.050)
O (-2.150, -3.799, -0.140)
C (-1.206, -2.929, 0.324)
O (-1.053, -1.735, -0.003)
O (-0.418, -3.651, 1.196)
F (-2.681, -6.006, 0.067)
H (-0.215, -5.740, 1.416)
H (-1.628, -5.105, 2.206)
H (-1.042, -5.304, -0.843)
O (6.146, 0.304, -1.036)
P (5.005, -0.621, -1.401)
N (3.719, 0.161, -2.198)
C (3.027, 1.292, -1.542)
C (2.888, -0.448, -3.191)
N (4.265, -1.443, 0.063)
C (3.187, -2.506, -0.098)
C (4.247, -0.715, 1.310)
N (5.541, -1.871, -2.566)
C (5.758, -3.250, -2.060)
C (6.274, -1.568, -3.794)
H (3.688, 1.614, -0.737)
H (2.058, 1.177, -1.057)
H (2.957, 2.187, -2.160)
H (1.865, -0.505, -2.819)
H (3.189, -1.401, -3.627)
H (2.778, 0.321, -3.956)
H (3.625, -3.276, 0.538)
H (2.230, -2.480, 0.424)
H (3.070, -3.050, -1.035)
H (3.685, -1.289, 2.047)
H (5.221, -0.353, 1.638)
H (3.605, 0.163, 1.239)
H (4.798, -3.653, -1.736)
H (6.130, -3.918, -2.836)
H (6.447, -3.213, -1.215)
H (5.871, -0.666, -4.253)
H (6.175, -2.363, -4.533)
H (7.363, -1.583, -3.751)
O (-3.574, -0.954, 1.136)
P (-4.131, -0.016, 0.180)
N (-5.885, 0.017, 0.174)
C (-6.755, -0.652, -0.824)
C (-6.686, 0.168, 1.415)
N (-3.805, -0.206, -1.511)
C (-2.936, -1.332, -1.868)
C (-4.164, 0.639, -2.575)
N (-3.779, 1.716, 0.436)
C (-4.753, 2.713, 0.583)
C (-2.394, 2.061, 0.668)
H (-7.645, -0.049, -1.006)
H (-7.098, -1.615, -0.446)
H (-6.268, -0.920, -1.761)
H (-7.703, 0.496, 1.200)
H (-6.129, 0.728, 2.167)
H (-6.914, -0.848, 1.737)
H (-3.459, -1.933, -2.612)
H (-2.154, -0.784, -2.395)
H (-2.629, -1.972, -1.042)
H (-4.694, 0.042, -3.316)
H (-4.675, 1.539, -2.233)
H (-3.339, 1.216, -2.994)
H (-4.264, 3.681, 0.469)
H (-5.517, 2.614, -0.188)
H (-5.349, 2.759, 1.495)
H (-2.232, 2.984, 1.225)
H (-1.960, 2.197, -0.323)
H (-1.897, 1.238, 1.182)
O (0.945, 1.710, -2.601)
P (0.164, 2.901, -2.913)
N (-0.054, 3.182, -4.540)
C (-0.802, 4.382, -5.076)
C (0.684, 2.616, -5.635)
N (1.036, 4.353, -2.464)
C (2.455, 4.394, -2.186)
C (0.542, 5.705, -2.599)
N (-1.342, 3.027, -2.194)
C (-1.362, 3.376, -0.716)
C (-2.525, 2.154, -2.509)
H (-0.057, 5.010, -5.565)
H (-1.314, 4.833, -4.226)
H (-1.506, 3.993, -5.811)
H (-0.154, 2.339, -6.275)
H (1.175, 1.660, -5.452)
H (1.386, 3.282, -6.137)
H (2.606, 3.865, -1.245)
H (2.896, 3.725, -2.925)
H (2.920, 5.380, -2.192)
H (1.094, 6.297, -1.868)
H (0.708, 6.160, -3.575)
H (-0.484, 5.629, -2.240)
H (-0.505, 4.010, -0.489)
H (-2.276, 3.814, -0.317)
H (-1.046, 2.483, -0.177)
H (-2.605, 1.281, -1.862)
H (-2.533, 1.919, -3.574)
H (-3.404, 2.755, -2.276)
O (2.791, -2.323, 5.430)
P (1.397, -2.595, 4.846)
N (1.545, -3.758, 3.537)
C (0.486, -4.644, 3.089)
C (2.560, -3.549, 2.509)
N (0.958, -1.125, 4.040)
C (1.063, 0.150, 4.800)
C (0.045, -1.065, 2.855)
N (0.040, -2.896, 5.941)
C (0.177, -2.861, 7.405)
C (-1.388, -2.862, 5.517)
H (-0.375, -4.080, 2.730)
H (0.054, -5.290, 3.853)
H (0.798, -5.232, 2.227)
H (2.203, -2.696, 1.933)
H (2.832, -4.451, 1.961)
H (3.545, -3.271, 2.882)
H (1.027, 0.995, 4.113)
H (0.141, 0.236, 5.374)
H (1.806, 0.099, 5.596)
H (0.355, -0.412, 2.039)
H (-0.241, -2.069, 2.542)
H (-0.908, -0.651, 3.184)
H (-0.206, -1.959, 7.883)
H (-0.350, -3.760, 7.726)
H (1.201, -3.138, 7.653)
H (-1.352, -2.497, 4.491)
H (-2.036, -2.110, 5.966)
H (-1.711, -3.903, 5.508)

Cartesian forces (eV/Å) of the 6 atoms listed first:
C 0.41 1.80 -0.33
C -2.20 -3.04 -0.48
O 1.67 -1.41 -0.66
C 2.01 1.71 6.84
O 0.12 1.78 -5.47
O 2.87 -2.55 -7.27

energy relative to the best compared isomer or geometry (same formula, charge and spin)	36.043	eV
orbital gap	7.1	eV
calculated total energy	-125311.2776	eV

Mulliken atomic charge list, values in e, 5 entries: -0.438 0.012 -0.036 -1.256 0.599

(4)
C23H31BF3MnN3O2SSe2 | ωB97M-V/def2-TZVPD

Atoms and positions in Å:
Mn (0.082, 0.032, -0.207)
C (-1.589, 2.525, 3.547)
Se (-1.940, 1.812, 1.779)
C (-2.780, 0.165, 2.390)
C (-1.823, -0.828, 3.034)
Se (-0.824, -1.823, 1.688)
C (0.734, -2.261, 2.754)
H (-2.527, 2.677, 4.076)
H (-1.092, 3.484, 3.415)
H (-0.926, 1.873, 4.113)
H (-3.283, -0.272, 1.525)
H (-3.561, 0.442, 3.101)
H (-2.376, -1.555, 3.629)
H (-1.101, -0.327, 3.679)
H (0.422, -2.850, 3.614)
H (1.245, -1.356, 3.063)
H (1.391, -2.861, 2.129)
N (4.016, 0.765, 1.388)
C (4.035, 0.571, 2.775)
C (5.187, 0.178, 3.447)
C (5.169, 0.043, 4.826)
C (3.999, 0.265, 5.541)
C (2.844, 0.630, 4.867)
C (2.863, 0.808, 3.489)
S (1.482, 1.394, 2.576)
N (1.664, 0.480, 1.136)
C (2.904, 0.392, 0.634)
C (3.067, -0.133, -0.670)
C (4.309, -0.409, -1.298)
C (4.331, -0.856, -2.587)
C (3.120, -1.036, -3.286)
C (1.949, -0.778, -2.612)
N (1.892, -0.362, -1.346)
H (4.901, 0.608, 0.935)
H (6.098, -0.013, 2.890)
H (6.073, -0.252, 5.342)
H (3.983, 0.150, 6.616)
H (1.920, 0.796, 5.409)
H (5.247, -0.269, -0.776)
H (5.277, -1.065, -3.069)
H (3.099, -1.361, -4.316)
H (0.990, -0.899, -3.102)
F (-0.232, 1.479, -2.769)
C (-0.537, 1.632, -1.446)
F (0.157, 2.753, -1.066)
F (-1.843, 2.010, -1.423)
C (-3.768, -2.381, -3.488)
C (-2.304, -2.039, -3.275)
C (-1.685, -1.611, -4.598)
O (-2.244, -0.872, -2.408)
B (-1.279, -1.079, -1.475)
O (-0.789, -2.360, -1.476)
C (-1.480, -3.134, -2.499)
C (-0.439, -3.852, -3.337)
C (-2.338, -4.146, -1.753)
H (-4.257, -1.556, -4.004)
H (-4.285, -2.545, -2.545)
H (-3.874, -3.277, -4.104)
H (-2.240, -0.754, -4.977)
H (-1.733, -2.411, -5.338)
H (-0.645, -1.306, -4.486)
H (0.295, -3.165, -3.751)
H (-0.912, -4.393, -4.158)
H (0.091, -4.576, -2.717)
H (-3.051, -3.652, -1.094)
H (-1.688, -4.768, -1.137)
H (-2.886, -4.795, -2.436)

Cartesian forces (eV/Å) of the 6 atoms listed first:
Mn -0.22 0.32 0.12
C 0.04 0.04 0.09
Se -0.06 -0.05 -0.13
C -0.08 -0.08 0.07
C 0.03 0.13 0.07
Se 0.03 -0.03 -0.26

energy relative to the best compared isomer or geometry (same formula, charge and spin)	0.000	eV
orbital gap (spin up / spin down)	5.6 / 7.7	eV
2S+1	6
calculated total energy	-214597.9504	eV

Mulliken atomic charge list, values in e, 5 entries: -0.077 -0.974 0.257 -1.003 -0.504

(5)
C2H2BrClF2 | ωB97M-V/def2-TZVPD

Atoms and positions in Å:
C (0.948, -1.021, -0.165)
C (-0.753, 1.288, 0.170)
F (1.733, -1.498, 0.891)
F (-0.460, 1.877, -0.977)
Cl (-0.330, -1.999, -0.537)
Br (-2.249, 0.067, 0.258)
H (1.646, -0.555, -0.806)
H (-0.535, 1.841, 1.166)

Cartesian forces (eV/Å) of the 6 atoms listed first:
C 1.93 -1.05 2.45
C -0.61 0.24 2.41
F -1.11 0.36 -0.76
F -0.31 -0.07 0.16
Cl 0.54 -1.26 -0.85
Br 0.03 2.05 0.08

energy relative to the best compared isomer or geometry (same formula, charge and spin)	0.000	eV
orbital gap (spin up / spin down)	8.3 / 9.4	eV
2S+1	3
calculated total energy	-90101.2401	eV

Mulliken atomic charge list, values in e, 5 entries: -0.013 -0.099 -0.243 -0.169 -0.079

(6)
C13H44O9 | ωB97M-V/def2-TZVPD

Atoms and positions in Å:
C (7.073, -15.661, -7.708)
C (5.795, -16.222, -7.122)
C (5.375, -15.420, -5.906)
O (4.885, -16.135, -8.235)
H (6.855, -14.593, -7.841)
H (7.263, -16.165, -8.683)
H (7.950, -15.714, -7.031)
H (5.877, -17.297, -6.899)
H (5.082, -14.376, -6.130)
H (6.159, -15.351, -5.158)
H (4.594, -15.894, -5.315)
H (4.032, -16.452, -7.921)
C (4.118, -13.286, -15.469)
C (4.644, -13.128, -14.048)
C (6.137, -13.379, -14.013)
O (4.401, -11.737, -13.562)
H (3.024, -13.287, -15.505)
H (4.535, -14.178, -15.937)
H (4.458, -12.377, -15.997)
H (4.154, -13.745, -13.292)
H (6.449, -14.302, -14.536)
H (6.429, -13.435, -12.960)
H (6.662, -12.603, -14.527)
H (4.012, -11.871, -12.697)
C (9.514, -14.662, -11.173)
C (9.034, -16.102, -11.072)
C (9.057, -16.884, -12.370)
O (9.583, -16.820, -9.982)
H (10.581, -14.653, -11.353)
H (9.211, -13.996, -10.320)
H (9.049, -14.218, -12.007)
H (7.941, -16.011, -10.856)
H (8.534, -16.301, -13.164)
H (8.602, -17.886, -12.208)
H (10.122, -17.046, -12.647)
H (10.512, -16.545, -9.817)
C (3.692, -16.924, -11.456)
C (5.102, -16.393, -11.684)
O (5.449, -15.459, -10.745)
H (3.699, -17.551, -10.563)
H (3.421, -17.579, -12.251)
H (2.938, -16.166, -11.338)
H (5.341, -15.855, -12.604)
H (5.763, -17.295, -11.655)
H (5.221, -15.769, -9.826)
C (4.719, -8.936, -11.578)
C (3.284, -8.668, -11.637)
O (2.537, -9.649, -10.929)
H (5.155, -9.001, -10.550)
H (5.288, -8.167, -12.094)
H (4.817, -9.878, -12.175)
H (2.941, -8.667, -12.666)
H (3.069, -7.718, -11.277)
H (1.610, -9.555, -11.189)
O (3.150, -12.342, -10.961)
H (3.975, -12.510, -10.388)
H (2.973, -11.386, -10.800)
O (7.300, -11.379, -11.722)
H (6.873, -11.057, -12.524)
H (8.225, -11.428, -11.933)
O (5.665, -12.610, -9.639)
H (5.550, -13.553, -9.877)
H (6.370, -12.288, -10.211)
O (0.568, -13.080, -11.063)
H (0.244, -13.816, -11.604)
H (1.561, -13.074, -11.125)

Cartesian forces (eV/Å) of the 6 atoms listed first:
C 0.35 0.02 -0.10
C 0.78 -0.19 -0.17
C -0.55 0.34 0.57
O -0.74 -0.03 0.83
H 0.29 -0.13 -0.40
H 0.23 0.53 0.77

SMILES string	CC(C)O.CC(C)O.CC(C)O.CCO.CCO.O.O.O.O
energy relative to the best compared isomer or geometry (same formula, charge and spin)	0.000	eV
orbital gap	10.4	eV
calculated total energy	-32621.8329	eV

Mulliken atomic charge list, values in e, 5 entries: -0.842 0.480 -1.371 -0.422 0.159